Entry from the Open Molecules 2025 dataset: a structure of composition C54H33CaF15GeN4O2SSi (the ωB97M-V functional and the def2-TZVPD basis).

Results
- Energy above the lowest of the compared OMol25 structures with the same formula, charge and spin: 0.0 kcal/mol
- Total charge: 0
- LUMO level: -0.80 eV
- HOMO-LUMO gap: 7.6 eV
- HOMO: -8.4 eV

The geometry in XYZ format:
```
112
Properties=species:S:1:pos:R:3:mulliken_charge:R:1
Ca -0.864 -0.910 -1.184 1.413
C 10.566 -1.296 6.451 -0.839
O 9.239 -1.393 6.947 -0.465
C 8.237 -1.474 6.037 0.972
C 8.435 -1.525 4.663 -0.691
C 7.330 -1.606 3.821 -0.756
C 6.039 -1.638 4.323 0.323
C 5.858 -1.589 5.708 -0.489
C 6.941 -1.510 6.555 -0.569
C 4.863 -1.710 3.441 0.261
N 3.611 -1.672 3.829 -0.832
C 2.879 -1.754 2.666 0.673
C 3.691 -1.847 1.576 -0.180
N 4.970 -1.825 2.081 -0.113
C 3.209 -1.914 0.234 0.963
C 4.015 -1.977 -0.909 -0.752
C 3.439 -1.969 -2.150 -0.890
C 2.048 -1.907 -2.238 -0.380
N 1.266 -1.873 -1.174 -0.450
C 1.819 -1.869 0.060 0.163
C 0.923 -1.770 1.222 -0.250
N -0.417 -1.713 0.999 -0.196
C -1.227 -1.632 2.039 -0.329
C -0.780 -1.588 3.362 -1.401
C 0.567 -1.622 3.599 -0.788
C 1.451 -1.721 2.515 0.764
H 11.208 -1.193 7.319 0.244
H 10.682 -0.420 5.810 0.343
H 10.848 -2.194 5.898 0.334
H 9.426 -1.504 4.238 0.399
H 7.512 -1.638 2.752 0.203
H 4.850 -1.612 6.102 0.482
H 6.812 -1.472 7.629 0.426
H 5.825 -1.836 1.556 0.185
H 5.094 -2.016 -0.812 0.401
H 4.037 -1.999 -3.051 0.451
H 1.556 -1.880 -3.203 0.472
H -2.291 -1.586 1.821 0.655
H -1.498 -1.513 4.168 0.504
H 0.974 -1.572 4.602 0.592
F -6.408 0.406 -4.128 -0.352
C -5.676 0.886 -3.117 0.809
C -4.699 0.127 -2.495 -0.183
C -4.062 0.734 -1.433 -0.067
F -3.089 0.043 -0.749 0.268
C -4.339 2.006 -0.984 -0.499
F -3.712 2.533 0.065 -0.279
C -5.306 2.736 -1.647 0.623
F -5.598 3.969 -1.249 -0.381
C -5.978 2.174 -2.713 0.174
F -6.922 2.878 -3.334 -0.326
Ge -4.167 -1.744 -2.866 1.136
S -2.106 -2.003 -3.286 -0.552
C -5.213 -2.426 -4.377 -0.307
C -5.971 -3.582 -4.366 0.336
F -6.119 -4.312 -3.249 -0.306
C -6.612 -4.058 -5.494 0.015
F -7.344 -5.173 -5.449 -0.298
C -6.484 -3.372 -6.683 0.664
F -7.096 -3.819 -7.779 -0.303
C -5.713 -2.228 -6.743 0.021
F -5.580 -1.579 -7.900 -0.295
C -5.088 -1.782 -5.598 0.274
F -4.331 -0.685 -5.714 -0.326
C -4.858 -2.527 -1.192 -0.432
C -6.219 -2.522 -0.933 0.951
F -7.081 -2.038 -1.837 -0.376
C -6.757 -2.992 0.249 0.123
F -8.071 -2.981 0.463 -0.300
C -5.909 -3.471 1.230 0.630
F -6.405 -3.919 2.381 -0.309
C -4.546 -3.473 1.020 0.238
F -3.724 -3.913 1.978 -0.358
C -4.048 -3.004 -0.179 0.132
F -2.707 -3.012 -0.300 -0.510
C 2.494 2.372 -2.773 -1.819
C 2.289 2.707 -1.286 2.515
C 3.101 1.719 -0.436 -1.702
C 2.805 4.134 -1.058 -1.886
Si 0.461 2.381 -0.932 0.052
O 0.082 0.883 -1.405 -0.143
C 0.085 2.538 0.935 0.303
C -1.010 1.822 1.435 0.442
C -1.363 1.837 2.778 -1.068
C -0.615 2.580 3.680 -0.752
C 0.473 3.310 3.221 -0.869
C 0.812 3.287 1.872 -0.317
C -0.666 3.606 -1.800 0.420
C -0.619 4.992 -1.609 -0.420
C -1.531 5.836 -2.229 -0.807
C -2.521 5.310 -3.052 -0.621
C -2.593 3.938 -3.252 -0.657
C -1.672 3.100 -2.633 -0.644
H 3.561 2.421 -3.026 0.457
H 1.963 3.076 -3.421 0.374
H 2.132 1.367 -3.011 0.193
H 4.166 1.775 -0.703 0.619
H 2.764 0.694 -0.612 0.050
H 3.010 1.921 0.636 0.288
H 3.874 4.177 -1.302 0.484
H 2.701 4.477 -0.030 0.261
H 2.299 4.853 -1.705 0.378
H -1.626 1.256 0.750 0.566
H -2.231 1.281 3.119 0.541
H -0.884 2.598 4.730 0.386
H 1.060 3.900 3.914 0.456
H 1.670 3.865 1.559 0.033
H 0.120 5.425 -0.943 0.379
H -1.476 6.905 -2.065 0.407
H -3.235 5.968 -3.532 0.401
H -3.360 3.521 -3.895 0.589
H -1.725 2.031 -2.809 0.620
```

Entry from the Open Molecules 2025 dataset: a structure of composition C4H4AlO (the ωB97M-V functional and the def2-TZVPD basis).

Results
- Total charge: +3
- LUMO level (spin up / spin down): -17.35 / -18.13 eV
- HOMO-LUMO gap (spin up / spin down): 7.7 / 6.7 eV
- HOMO (spin up / spin down): -25.0 / -24.9 eV

The geometry in XYZ format:
```
10
Properties=species:S:1:pos:R:3:nbo_charge:R:1
H -0.869 1.461 -0.252 0.649
C 1.298 -0.780 -1.884 0.299
C 0.799 -1.141 -0.828 0.015
H 2.018 -0.680 -2.680 0.337
C -0.115 -0.979 0.257 -0.055
C -0.097 0.135 1.007 0.197
O -0.929 1.202 0.752 -0.957
Al -1.834 1.880 1.866 1.903
H -1.053 -1.540 0.188 0.326
H 0.782 0.443 1.574 0.286
```

Entry from the Open Molecules 2025 dataset: a structure of composition C22H25AsN3O7OsS3Se (the ωB97M-V functional and the def2-TZVPD basis).

Results
- Total charge: +1
- LUMO level (spin up / spin down): -2.93 / -4.59 eV
- HOMO-LUMO gap (spin up / spin down): 7.5 / 5.9 eV
- Spin multiplicity: 5
- HOMO (spin up / spin down): -10.4 / -10.5 eV

The geometry in XYZ format:
```
63
Properties=species:S:1:pos:R:3:lowdin_spin:R:1
Os -0.270 -0.314 -0.952 2.921
S -4.251 1.242 -2.244 0.035
C -3.078 2.281 -2.947 -0.014
C -1.806 1.960 -2.590 0.023
C -1.747 0.848 -1.705 0.017
C -3.016 0.356 -1.444 0.075
C -3.158 -0.781 -0.569 0.018
C -4.335 -1.419 -0.205 0.010
C -4.273 -2.515 0.639 0.014
C -3.040 -2.937 1.121 0.011
C -1.902 -2.260 0.735 0.016
N -1.962 -1.212 -0.095 0.036
H -3.408 3.080 -3.592 -0.001
H -0.939 2.501 -2.939 0.001
H -5.274 -1.058 -0.601 0.001
H -5.176 -3.040 0.920 0.000
H -2.956 -3.788 1.780 0.000
H -0.922 -2.545 1.100 0.000
O 1.083 -3.864 1.003 0.004
As 1.863 -3.091 -0.385 0.013
O 2.363 -4.258 -1.394 0.011
O 0.644 -2.193 -1.133 0.138
C 3.429 -2.236 0.395 0.005
C 4.567 -3.032 0.372 0.000
C 5.731 -2.583 0.980 0.002
C 5.771 -1.339 1.597 0.000
C 4.642 -0.535 1.614 0.002
C 3.482 -0.997 1.020 0.001
S 2.046 0.012 0.974 0.010
O 0.899 -0.892 1.214 0.068
O 2.196 1.085 1.914 0.010
O 1.941 0.489 -0.433 0.102
H 1.051 -4.811 0.805 0.000
H 4.517 -3.990 -0.130 0.000
H 6.612 -3.210 0.973 0.000
H 6.686 -0.992 2.057 0.000
H 4.634 0.440 2.084 0.000
C -4.267 1.681 1.976 0.002
N -3.339 2.777 2.175 0.020
C -3.671 4.071 2.497 0.013
C -2.512 4.758 2.623 0.012
N -1.487 3.877 2.374 0.023
C -0.072 4.200 2.447 0.002
C -1.996 2.661 2.104 0.028
Se -0.983 1.093 1.769 0.260
H -5.202 1.904 2.483 0.000
H -3.834 0.772 2.388 0.001
H -4.458 1.527 0.913 0.001
H -4.689 4.397 2.611 0.001
H -2.338 5.790 2.868 0.001
H 0.149 4.663 3.407 0.001
H 0.197 4.890 1.648 0.000
H 0.510 3.286 2.349 0.001
C 3.322 0.435 -3.445 0.005
S 2.214 -0.771 -2.682 0.015
C 2.101 -1.922 -4.061 0.002
O 0.855 -0.028 -2.739 0.083
H 4.293 -0.043 -3.565 0.001
H 3.395 1.268 -2.749 0.000
H 2.922 0.764 -4.402 0.000
H 3.110 -2.154 -4.397 0.000
H 1.507 -1.471 -4.854 0.000
H 1.634 -2.826 -3.676 0.000
```

Entry from the Open Molecules 2025 dataset: an isolated molecule of C6H12O (the ωB97M-V functional and the def2-TZVPD basis).

Results
- Energy above the lowest of the compared OMol25 structures with the same formula, charge and spin: 25.6 kcal/mol
- Total charge: 0
- LUMO level: 1.12 eV
- HOMO-LUMO gap: 11.2 eV
- SMILES string: CC(C)[C@H]1O[C@H]1C
- HOMO: -10.0 eV

The geometry in XYZ format:
```
19
Properties=species:S:1:pos:R:3:nbo_charge:R:1
C -1.917 -1.065 -0.565 -0.601
C -0.777 -0.086 -0.280 -0.252
C -1.266 1.140 0.494 -0.606
C 0.324 -0.797 0.477 0.068
O 1.273 -1.522 -0.298 -0.500
C 1.733 -0.394 0.442 0.060
C 2.260 0.789 -0.328 -0.639
H -2.696 -0.605 -1.182 0.210
H -1.549 -1.954 -1.087 0.219
H -2.382 -1.392 0.374 0.200
H -0.356 0.241 -1.238 0.208
H -1.878 0.847 1.356 0.204
H -1.883 1.784 -0.141 0.214
H -0.428 1.741 0.863 0.210
H -0.018 -1.336 1.368 0.178
H 2.344 -0.668 1.306 0.177
H 1.607 1.060 -1.161 0.215
H 3.251 0.563 -0.735 0.221
H 2.357 1.655 0.336 0.215
```

Entry from the Open Molecules 2025 dataset: a cluster of 2 separate species, CH6N2S in total (the ωB97M-V functional and the def2-TZVPD basis).

Results
- Energy above the lowest of the compared OMol25 structures with the same formula, charge and spin: 90.0 kcal/mol
- Total charge: -1
- LUMO level (spin up / spin down): 2.08 / 2.08 eV
- HOMO-LUMO gap (spin up / spin down): 1.4 / 4.2 eV
- Spin multiplicity: 2
- HOMO (spin up / spin down): 0.7 / -2.1 eV

The geometry in XYZ format:
```
10
Properties=species:S:1:pos:R:3:lowdin_spin:R:1
S 0.035 0.636 -7.406 0.000
H 0.480 -0.554 -7.830 0.000
N -1.260 -0.894 2.853 0.251
C -0.096 -0.836 3.373 0.481
N 0.764 0.309 2.758 0.072
H -0.051 1.074 -6.116 0.000
H -2.035 -0.184 2.834 0.098
H 0.375 -1.260 4.432 0.075
H 0.096 1.007 2.470 0.021
H 1.690 0.702 2.634 0.001
```

Entry from the Open Molecules 2025 dataset: a structure of composition C8H10BrNS (the ωB97M-V functional and the def2-TZVPD basis).

Results
- Energy above the lowest of the compared OMol25 structures with the same formula, charge and spin: 22.9 kcal/mol
- Total charge: 0
- LUMO level: 0.10 eV
- HOMO-LUMO gap: 8.6 eV
- HOMO: -8.5 eV

The geometry in XYZ format:
```
21
Properties=species:S:1:pos:R:3:nbo_charge:R:1
C -2.455 -1.560 0.299 -0.136
C -1.615 -0.218 2.200 0.071
C -2.617 -1.111 1.577 -0.159
C -1.401 0.457 -0.860 -0.399
C -1.447 -1.060 -0.563 -0.302
C -0.499 -0.135 0.161 0.172
C 1.953 1.125 -0.138 -0.666
C 1.381 -0.295 -0.330 -0.319
N -0.588 0.147 1.503 -0.413
S 2.130 -1.690 0.570 -0.039
Br -4.025 -1.836 2.680 0.045
H -2.999 -2.331 -0.088 0.220
H -1.746 -0.026 3.293 0.211
H -1.096 0.839 -1.764 0.229
H -2.354 1.074 -0.390 0.216
H -1.127 -1.688 -1.330 0.238
H 1.421 1.885 -0.765 0.216
H 3.045 1.161 -0.235 0.223
H 1.640 1.639 0.791 0.231
H 1.387 -0.542 -1.492 0.220
H 1.487 -1.712 1.760 0.139
```

no.,DFT total energy (eV),largest force on an atom (Eh/bohr)
1,-201024.8640,0.0266
2,-12812.3929,0.1575
3,-203172.3447,0.0361
4,-8463.2430,0.0053
5,-14945.0694,0.0750
6,-90822.3069,0.1037